1.
C6H13N2O2 | the ωB97M-V functional and the def2-TZVPD basis

Output
HOMO, eV: -12.708
ΔE to the lowest compared entry with this formula, charge and spin, kJ/mol: 356.2
Lowest unoccupied orbital energy, eV: -3.76
Calculated total energy, Ha: -496.070115
Charge: +1
Orbital gap, eV: 8.94

```
23
Properties=species:S:1:pos:R:3:forces:R:3
C 1.732087 -0.054660 0.095310 1.22 0.74 2.21
C -0.507269 -0.160033 -1.018942 -0.04 -0.66 -1.31
C -5.797396 0.003887 0.155048 -2.56 1.91 -1.88
C 3.823936 0.038465 1.298265 -1.90 -0.46 1.27
C 3.794217 -0.081384 -1.203457 -1.89 0.46 -2.35
C -4.426498 0.161814 0.458954 2.83 1.53 1.09
N 3.064061 -0.038019 0.037098 -2.17 0.66 0.58
N 0.942954 -0.143058 -0.935432 -0.99 -0.03 0.10
O -1.018456 0.150805 0.092301 4.86 0.77 1.39
O -3.508340 -0.326360 -0.169479 -0.01 -0.30 -0.04
H 1.205067 0.045710 1.073004 0.81 -0.04 -0.68
H -6.327922 1.053648 0.141531 1.05 -1.91 -0.01
H -5.911579 -0.492335 -0.829214 -0.15 0.17 0.71
H -6.263957 -0.521666 0.948883 -0.68 -0.71 0.74
H 4.345592 -0.922796 1.376819 -0.35 0.09 0.62
H 4.600483 0.788585 1.333948 -0.17 0.58 -0.40
H 2.997735 0.256989 2.122005 2.27 -0.74 -1.42
H 4.678536 -0.612681 -1.016385 1.13 -1.01 -0.26
H 3.163339 -0.464264 -2.096115 1.27 -0.19 1.69
H 4.042144 0.897651 -1.612385 0.17 0.40 0.65
H -4.123173 0.854354 1.308249 -0.62 -0.63 -0.41
H 1.427013 -0.461108 -1.730034 -0.16 -0.11 -1.67
H -1.932565 0.026457 0.170035 -3.91 -0.53 -0.62
```
Positions in Å, forces in eV/Å.

These are the natural (NBO) partial charges, in e, on atoms 1 to 4:
1 C 0.406
2 C 0.405
3 C -0.735
4 C -0.404



2.
C6H13N2O2 | the ωB97M-V functional and the def2-TZVPD basis

Output
HOMO, eV: -12.714
ΔE to the lowest compared entry with this formula, charge and spin, kJ/mol: 529.6
Lowest unoccupied orbital energy, eV: -3.52
Calculated total energy, Ha: -496.004054
Charge: +1
Orbital gap, eV: 9.19

```
23
Properties=species:S:1:pos:R:3:forces:R:3
C 0.899199 0.927985 -0.956784 0.39 0.56 -0.38
C 1.400864 0.337488 0.041697 -0.52 0.77 -1.57
C -2.433814 -1.021207 -1.634877 1.35 1.99 1.18
C -2.854592 -0.223827 -2.865549 0.91 -3.09 0.96
C 3.134868 1.296498 2.351793 -3.97 2.61 -0.60
C 1.821353 0.437086 2.367820 1.07 2.33 1.63
N -1.803636 -0.368033 -0.711690 -0.67 0.30 -0.75
N 1.703266 -0.195514 1.093485 0.90 -3.97 1.42
O -1.582582 -0.869587 0.582548 1.66 0.71 -0.82
O -2.891686 -2.256190 -1.536780 -0.87 -1.13 -0.35
H 1.327809 1.468744 -1.756277 1.04 0.33 -0.49
H -2.226124 0.450694 -3.323365 2.00 1.49 -0.23
H -3.725108 0.252084 -2.664044 -2.76 1.61 0.89
H -3.093584 -0.916862 -3.616785 -0.33 -1.16 -1.08
H 2.945627 2.067806 1.494531 0.96 -1.20 1.64
H 3.185522 1.796022 3.319279 -0.08 0.37 -0.18
H 4.003589 0.763494 2.282057 2.13 -1.59 -0.75
H 0.927507 1.121140 2.522397 1.08 -1.12 0.06
H 1.966660 -0.325953 3.140510 -0.72 0.11 -0.25
H -0.151115 0.929328 -0.979166 -1.83 -0.42 0.09
H -2.187949 -1.524315 0.873880 -1.46 -1.19 -0.04
H 1.933257 -1.223395 1.141050 -0.43 1.25 -0.58
H -2.299330 -2.923489 -1.165729 0.12 0.42 0.21
```
Positions in Å, forces in eV/Å.

These are the natural (NBO) partial charges, in e, on atoms 1 to 4:
1 C -0.429
2 C 0.486
3 C 0.531
4 C -0.663



3.
C6H13N2O4 | the ωB97M-V functional and the def2-TZVPD basis

Output
HOMO, eV: -12.954
ΔE to the lowest compared entry with this formula, charge and spin, kJ/mol: 0.0
Lowest unoccupied orbital energy, eV: -3.90
Calculated total energy, Ha: -646.658478
Charge: +1
Orbital gap, eV: 9.06

```
25
Properties=species:S:1:pos:R:3:forces:R:3
C -0.558221 -0.734275 -2.408437 0.27 -0.23 -1.02
C 3.539004 0.898605 -3.094780 -0.71 -0.49 -0.07
C 1.469360 1.027804 0.894335 0.26 0.27 0.86
C -2.580341 -1.946883 1.170010 0.01 -0.07 0.18
C -1.324504 0.135869 1.094455 -0.28 -0.19 0.24
C -0.484682 0.039239 -0.150417 0.67 0.17 -0.11
N 0.742207 0.448881 -0.207815 -0.23 -0.38 -0.99
N -2.589650 -0.519417 0.906632 -0.10 0.33 0.17
O 0.555112 -0.463094 -2.720401 -0.16 -0.03 0.09
O 4.633479 1.438072 -3.548220 0.87 0.42 -0.36
O -1.114843 -0.504989 -1.184395 -0.19 0.17 0.63
O 3.078820 1.054305 -1.992301 -0.21 0.10 0.59
H -1.320697 -1.208825 -3.040087 0.13 0.08 0.10
H 3.066120 0.265466 -3.857766 0.09 0.08 0.04
H 1.567271 0.312353 1.713531 0.02 0.01 -0.09
H 2.458065 1.297499 0.533119 -0.09 -0.01 -0.01
H 0.966735 1.915982 1.274454 0.00 0.04 -0.05
H -2.302545 -2.190658 2.205698 0.02 -0.03 -0.11
H -3.575896 -2.336364 0.975372 0.02 -0.11 -0.01
H -1.881998 -2.440753 0.495019 -0.01 -0.09 -0.02
H -1.473909 1.202539 1.303141 0.08 -0.08 -0.04
H -0.729170 -0.272329 1.937066 -0.03 0.13 -0.21
H 1.287295 0.384283 -1.089476 -0.38 -0.04 0.22
H 5.073459 2.005145 -2.889199 -0.25 -0.16 0.01
H -3.332291 -0.067591 1.423667 0.19 0.10 -0.05
```
Positions in Å, forces in eV/Å.

These are the natural (NBO) partial charges, in e, on atoms 1 to 4:
1 C 0.662
2 C 0.679
3 C -0.439
4 C -0.420



4.
C6H13N2O4 | the ωB97M-V functional and the def2-TZVPD basis

Output
HOMO, eV: -12.661
ΔE to the lowest compared entry with this formula, charge and spin, kJ/mol: 156.1
Lowest unoccupied orbital energy, eV: -4.07
Calculated total energy, Ha: -646.599040
Charge: +1
Orbital gap, eV: 8.59

```
25
Properties=species:S:1:pos:R:3:forces:R:3
C -0.156062 -0.228240 -2.368619 0.74 -0.13 0.60
C 3.418911 0.885702 -1.219796 -1.44 4.13 1.01
C 0.523085 -2.016058 1.518082 -1.04 -0.29 0.35
C -3.276569 1.497972 0.730444 -0.20 -0.34 1.19
C -1.108727 0.210735 1.165984 -2.17 -0.21 1.28
C -0.555549 -0.463657 -0.031427 1.90 -1.34 0.56
N 0.165347 -1.571551 0.179649 -1.24 2.52 0.29
N -1.833044 1.457996 1.015490 2.51 0.61 -2.01
O 0.254091 -1.320273 -2.500483 -0.16 -0.39 -0.37
O 4.650290 0.552431 -1.350108 1.84 1.49 -0.10
O -0.638774 0.247285 -1.135478 -0.51 -0.76 -0.07
O 2.470783 0.167064 -1.113747 -0.73 -0.61 -0.27
H -0.162173 0.600363 -3.053502 -0.19 0.30 -0.51
H 3.320230 2.144296 -1.107047 0.37 -3.38 -0.32
H -0.380233 -1.910916 2.090692 -0.10 -0.30 0.70
H 0.785159 -3.061876 1.485636 0.12 -0.20 -0.12
H 1.306986 -1.453802 2.013705 0.22 0.33 -0.37
H -3.863812 0.666665 1.265553 1.10 0.89 -1.22
H -3.610810 2.389469 1.235987 -0.34 0.39 0.15
H -3.510339 1.668433 -0.315867 -0.20 -0.71 -0.23
H -0.202017 0.407478 1.766289 -0.42 -0.19 0.27
H -1.816072 -0.550474 1.696943 1.42 1.25 -0.62
H 0.599184 -2.069583 -0.536025 0.70 -0.41 -1.84
H 4.850484 -0.283831 -1.731766 -0.14 -1.61 -0.27
H -1.230370 2.034374 0.299412 -2.04 -1.02 1.92
```
Positions in Å, forces in eV/Å.

These are the natural (NBO) partial charges, in e, on atoms 1 to 4:
1 C 0.675
2 C 0.689
3 C -0.429
4 C -0.431



5.
C6H13N2O5S2 | the ωB97M-V functional and the def2-TZVPD basis

Output
HOMO, eV: -14.520
ΔE to the lowest compared entry with this formula, charge and spin, kJ/mol: 0.0
Lowest unoccupied orbital energy, eV: -3.59
Structure (SMILES): CS(=O)(=O)N1C=[N+](S(C)(=O)=O)[C@H](CO)C1
Calculated total energy, Ha: -1518.176524
Charge: +1
Orbital gap, eV: 10.93

```
28
Properties=species:S:1:pos:R:3:forces:R:3
C 0.357453 -2.311127 2.497421 -0.03 0.44 -3.33
S 1.820817 -1.494433 1.817788 -1.17 -2.46 0.42
O 2.196820 -0.534021 2.759638 0.92 1.59 1.16
O 2.650958 -2.463501 1.217132 0.93 -0.32 -0.40
N 1.266453 -0.606733 0.501178 0.43 -0.73 -0.58
C 0.585256 0.483466 0.595209 -0.67 2.69 1.43
N -0.037486 0.838950 -0.479494 -0.59 1.38 -0.70
S -1.263802 2.279831 -0.529587 1.07 -0.74 2.17
C -0.336392 3.696646 -0.997849 0.09 0.01 -0.97
O -1.630606 2.364097 0.841082 0.30 0.02 0.02
O -2.179736 1.904178 -1.514918 -0.70 -0.33 -1.38
C 0.098577 -0.256294 -1.436093 -2.53 0.01 -2.51
C -1.331848 -0.969731 -1.522581 1.66 -0.23 -0.82
O -1.579937 -1.228253 -0.194465 -0.47 -0.90 1.56
C 1.218318 -1.068045 -0.918519 -1.57 -2.83 2.91
H -0.201468 -1.389221 2.762605 -0.55 -1.37 0.16
H -0.012465 -3.053397 1.682998 -0.03 1.87 1.16
H 0.662638 -2.980547 3.253199 0.54 -0.11 1.42
H 0.567108 1.163380 1.447859 -0.02 -0.62 0.26
H 0.712039 3.474406 -0.897389 0.53 -0.42 -0.71
H -0.698037 3.979079 -2.021529 0.68 -0.11 1.02
H -0.415357 4.463479 -0.244928 -0.93 0.31 0.21
H 0.380385 0.151489 -2.382077 -0.06 0.24 -0.85
H -1.412804 -1.882086 -2.182867 0.74 0.76 0.65
H -2.051082 -0.278031 -1.884289 -0.39 0.73 -0.64
H -2.518237 -1.177681 -0.012652 -0.26 -0.12 0.13
H 0.992430 -2.159753 -0.839494 0.13 0.78 -0.58
H 2.160005 -0.946149 -1.317377 1.92 0.47 -1.17
```
Positions in Å, forces in eV/Å.

These are the natural (NBO) partial charges, in e, on atoms 1 to 4:
1 C -0.860
2 S 2.341
3 O -0.904
4 O -0.901



6.
C6H13N2OP | the ωB97M-V functional and the def2-TZVPD basis

Output
HOMO (alpha / beta), eV: -5.907 / -9.242
ΔE to the lowest compared entry with this formula, charge and spin, kJ/mol: 0.0
Spin multiplicity: 3
Lowest unoccupied orbital energy (alpha / beta), eV: 0.98 / -0.10
Calculated total energy, Ha: -762.342530
Orbital gap (alpha / beta), eV: 6.89 / 9.14

```
23
Properties=species:S:1:pos:R:3:forces:R:3
C -1.286150 -3.377180 -0.747851 2.28 -0.67 -1.40
C -2.104823 1.378718 1.050523 1.99 0.74 -0.12
C 2.680667 -1.954876 0.694149 1.62 3.06 -1.18
C -1.601294 1.197693 -0.367742 -1.56 1.56 -1.29
C -0.440265 2.117546 -0.506434 2.54 -2.59 -0.25
C 1.867093 -0.709597 0.917837 0.60 -0.92 3.41
N -2.005697 -2.941761 0.007402 -1.50 0.65 1.20
N 0.492113 1.722803 -1.593301 0.87 -1.42 -1.73
O 1.365787 0.106681 0.022245 -0.40 1.46 0.40
P 1.166420 0.107907 -1.527625 -0.59 1.14 -3.32
H -1.256790 1.443859 1.772314 0.01 0.78 -0.71
H -2.731308 2.229626 1.196383 -0.64 0.33 0.16
H -2.417975 0.500692 1.450292 -2.40 -2.59 0.79
H 2.099013 -2.781114 0.525479 -1.62 -2.25 -0.46
H 3.246639 -1.750418 -0.275989 -0.20 -0.58 1.22
H 3.357735 -2.198342 1.527285 -0.16 0.44 -0.36
H -2.315228 1.509393 -1.194567 0.16 -0.68 1.16
H -1.268885 0.200919 -0.617537 -0.06 -0.41 0.28
H -0.580271 3.120459 -0.677519 -0.99 2.41 0.19
H 0.063345 1.905773 0.456811 0.53 1.01 -0.78
H 1.722667 -0.174482 1.868489 0.52 -1.04 0.01
H -0.449921 -3.700844 -1.361791 -0.76 0.09 0.21
H 0.397138 2.046553 -2.618861 -0.24 -0.49 2.58
```
Positions in Å, forces in eV/Å.

These are the natural (NBO) partial charges, in e, on atoms 1 to 4:
1 C 0.070
2 C -0.618
3 C -0.692
4 C -0.417